# 1
C16H23BCaCl6F2KN2O7 | the ωB97M-V functional and the def2-TZVPD basis

Values from the calculation:
net charge: -1
frontier orbital gap: 1.6 eV
spin multiplicity: 1
HOMO: -3.889 eV

```
59
C16H23BCaCl6F2KN2O7, DFT the ωB97M-V functional and the def2-TZVPD basis
F -4.3799 5.7447 -0.2172
C -3.7086 5.7997 -1.3741
C -2.2258 5.5247 -1.0919
B -1.6590 4.2749 -1.9158
C -0.2486 3.5896 -1.5105
C 1.0739 4.1331 -1.7409
C 2.2503 3.5343 -1.3489
N 2.2455 2.3560 -0.7232
C 1.0588 1.8651 -0.5394
C -0.1809 2.3498 -0.8745
H -4.1073 5.0622 -2.0787
H -3.8699 6.7816 -1.8223
H -2.0707 5.3738 -0.0206
H -1.6676 6.4347 -1.3632
H -2.3456 3.8801 -2.8041
H 1.1799 5.0960 -2.2715
H 3.1891 4.0320 -1.5557
H 1.0507 0.9122 0.0124
H -1.0768 1.8073 -0.6225
Ca 1.8919 -0.6958 -0.8750
O 4.0352 1.1205 3.2564
Cl 2.7729 0.5755 3.7147
O 2.9953 -0.4949 4.6284
O 2.0667 0.0466 2.5317
O 1.9713 1.6078 4.2931
F -4.3837 6.9961 1.6864
K 0.5192 6.4933 -2.3152
C 5.3909 -2.8996 2.0363
Cl 5.0641 -3.4020 3.6712
Cl 4.9551 -4.1742 0.8719
Cl 4.5147 -1.4044 1.6715
H 6.4487 -2.7016 1.9330
C 1.0965 -5.0686 -4.7375
C -0.3667 -4.9764 -4.3191
C -0.7604 -3.5777 -3.8173
C 0.0261 -3.2075 -2.6496
N 0.6627 -2.9415 -1.7388
H 1.7675 -4.8818 -3.8970
H 1.3206 -6.0646 -5.1138
H 1.3269 -4.3504 -5.5268
H -0.5659 -5.7120 -3.5393
H -1.0028 -5.2287 -5.1667
H -1.8149 -3.5524 -3.5403
H -0.5970 -2.8287 -4.5939
C -2.1126 -1.4258 1.8868
C -1.8186 -2.3688 3.0290
C -3.0420 -2.7861 3.8186
O -2.4845 -3.0955 5.0778
C -1.3371 -2.3691 5.2137
O -0.7462 -2.2312 6.2253
O -1.0220 -1.7571 4.0313
H -2.6888 -1.9560 1.1241
H -2.6724 -0.5420 2.1996
H -1.1787 -1.0666 1.4417
H -1.2680 -3.2402 2.6615
H -3.5447 -3.6610 3.4070
H -3.7669 -1.9691 3.9295
Cl -0.0765 -4.7971 4.5108
Cl 3.9166 6.0371 -3.1586
```

Atom charges from the Löwdin analysis, given in e for atoms 1 to 4: atom 1 (F): -0.05, atom 2 (C): -0.27, atom 3 (C): -0.12, atom 4 (B): -0.03

# 2
C16H23BCoN6 | the ωB97M-V functional and the def2-TZVPD basis

Values from the calculation:
frontier orbital gap (alpha / beta): 5.8 / 7.2 eV
spin multiplicity: 4
HOMO (alpha / beta): -6.078 / -7.670 eV

```
47
C16H23BCoN6, DFT the ωB97M-V functional and the def2-TZVPD basis
H 3.3862 -3.1155 1.0745
N 2.2508 -3.1664 -0.7311
B 1.2519 -2.6786 -3.0236
N 2.2763 -2.4131 -1.8972
C 3.3220 -1.5630 -1.8284
Co 1.0696 -4.4317 -0.4359
H 3.5501 -0.8806 -2.6319
C 3.9229 -1.6838 -0.5790
H 4.7564 -1.1074 -0.2156
C 3.2416 -2.6909 0.0922
H 1.5751 -3.5188 -3.7938
C -2.2151 1.9709 0.2645
H -3.2626 1.8483 0.5855
H -2.0019 1.0371 -0.2469
H -2.2779 2.7424 -0.4952
N 1.0976 -1.3090 -3.7373
N -0.1334 -2.8767 -2.3647
N 1.2559 -0.1488 -3.0091
N -0.2857 -3.6133 -1.1983
C 0.8181 -1.0238 -5.0330
C -1.3552 -2.4618 -2.7605
H 0.6807 -1.8129 -5.7553
H -1.4973 -1.9356 -3.6958
C 0.7750 0.3630 -5.1617
C -2.2900 -2.8246 -1.7992
C 1.0464 0.8652 -3.8656
C -1.6062 -3.5463 -0.8304
H 0.5765 0.9299 -6.0473
H -3.3451 -2.6008 -1.8139
H 1.0939 1.8973 -3.5541
H -1.9483 -4.0265 0.0766
H -0.8704 2.2153 0.5235
C -1.7835 1.7536 4.9919
C -1.0621 2.7330 4.0763
C -1.4625 4.1557 4.4433
C 0.4455 2.5600 4.2117
C -1.4535 2.4663 2.6775
C -1.4284 2.2791 1.4685
H -1.5132 1.9322 6.0381
H -1.5206 0.7230 4.7417
H -2.8662 1.8604 4.8949
H -1.1832 4.3808 5.4782
H -0.9675 4.8783 3.7896
H -2.5421 4.2906 4.3426
H 0.7399 1.5410 3.9465
H 0.9719 3.2505 3.5473
H 0.7674 2.7561 5.2400
```

Atom charges from the Löwdin analysis, given in e for atoms 1 to 4: atom 1 (H): 0.10, atom 2 (N): -0.10, atom 3 (B): -0.52, atom 4 (N): 0.01

# 3
C16H23BN3O8S | the ωB97M-V functional and the def2-TZVPD basis

Values from the calculation:
net charge: +1
frontier orbital gap: 8.5 eV
spin multiplicity: 1
HOMO: -11.612 eV

```
52
C16H23BN3O8S, DFT the ωB97M-V functional and the def2-TZVPD basis
C -0.1593 -2.6459 -0.1230
C -0.5759 -3.0222 -1.5366
O 0.4613 -3.6830 -2.2315
C -1.7893 -3.9432 -1.5466
O -2.9140 -3.1466 -1.0193
S -4.3231 -3.2144 -1.7456
N -5.3113 -4.2229 -0.9269
C -4.9421 -1.6341 -1.2096
B -3.7980 -0.8073 -0.4003
O -3.7231 -0.8299 0.9576
O -3.0076 -0.0218 -1.1599
H 0.9018 -2.4178 -0.0830
H -0.6913 -1.7518 0.2024
H -0.3837 -3.4347 0.5978
H -0.8929 -2.1066 -2.0499
H 0.5930 -3.2859 -3.0934
H -2.0154 -4.2945 -2.5540
H -1.6680 -4.7860 -0.8683
H -5.4208 -4.0091 0.0622
H -5.0570 -5.1994 -1.0493
H -5.8170 -1.8306 -0.5914
H -5.2371 -1.1039 -2.1146
H -3.6633 -1.6762 1.4045
H -2.1589 0.1868 -0.7505
C -1.2749 3.9520 2.6969
C -1.1600 3.3961 1.4292
C -0.4493 2.2216 1.2504
C 0.1331 1.6267 2.3553
C 0.0375 2.1632 3.6259
C -0.6772 3.3393 3.7896
N 0.8952 0.3812 2.1703
O 0.9763 -0.0747 1.0395
O 1.3984 -0.1322 3.1453
H -1.8276 4.8720 2.8323
H -1.6156 3.8829 0.5778
H -0.3277 1.7822 0.2715
H 0.5159 1.6698 4.4584
H -0.7619 3.7792 4.7736
C 5.8452 0.7876 -1.5542
C 5.1709 0.6006 -0.3547
C 4.3297 1.5885 0.1319
C 4.1843 2.7482 -0.6076
C 4.8453 2.9605 -1.8037
C 5.6848 1.9636 -2.2752
N 3.2820 3.8029 -0.1024
O 2.7289 3.6069 0.9632
O 3.1397 4.7990 -0.7800
H 6.5023 0.0135 -1.9281
H 5.3008 -0.3142 0.2074
H 3.7982 1.4709 1.0641
H 4.7028 3.8858 -2.3414
H 6.2157 2.1083 -3.2061
```

Atom charges from the Löwdin analysis, given in e for atoms 1 to 4: atom 1 (C): -0.02, atom 2 (C): -0.41, atom 3 (O): 0.00, atom 4 (C): -0.12

# 4
C16H23Br2F7NO5 | the ωB97M-V functional and the def2-TZVPD basis

Values from the calculation:
net charge: -1
frontier orbital gap: 7.3 eV
spin multiplicity: 1
HOMO: -5.248 eV

```
54
C16H23Br2F7NO5, DFT the ωB97M-V functional and the def2-TZVPD basis
C 1.4947 1.3874 3.0649
C 0.0845 2.2109 3.0034
O 0.3087 3.5429 2.4763
C 0.4318 3.5315 1.0260
C -0.8866 4.2069 0.4232
O -0.8811 4.4051 -1.0111
C -0.4643 3.2258 -1.7301
C -1.3830 1.9245 -1.4510
O -0.7558 0.8315 -2.1746
C -1.6551 -0.3357 -2.2168
N -1.2620 -1.4500 -1.3707
C -0.0623 -2.2162 -1.7336
C 0.8743 -1.7761 -2.9237
C 2.3405 -1.2125 -2.4817
F 2.8530 -0.5559 -3.6809
Br 2.2846 0.1630 -1.0707
C 3.3928 -2.4230 -2.1987
F 2.8920 -3.4091 -1.3175
F 3.7040 -2.9646 -3.5044
Br 5.1080 -1.5993 -1.5656
C -1.4325 -1.2689 0.0679
F -0.3426 -0.4922 0.6960
C -1.4959 -2.6495 0.9242
C -0.8746 -2.4555 2.4125
C 0.6750 -2.8215 2.5158
F 1.1272 -3.7708 1.5687
F 1.5066 -1.6510 2.5654
F 0.8645 -3.4441 3.8110
C -2.7889 -0.4869 0.5103
O -2.7540 0.4404 1.4013
O -3.9494 -0.8976 -0.1186
H 1.5316 0.7834 2.0824
H 1.5155 0.7005 3.9821
H 2.4039 2.0982 3.0263
H -0.7195 1.6118 2.4439
H -0.2828 2.3161 4.0967
H 1.4140 4.0343 0.7326
H 0.5315 2.4202 0.7144
H -0.9919 5.2380 0.9243
H -1.8488 3.6159 0.6802
H 0.6681 2.9961 -1.6391
H -0.6167 3.4670 -2.8536
H -1.3502 1.6482 -0.3423
H -2.4383 2.1707 -1.8240
H -2.7162 0.0647 -2.1033
H -1.6000 -0.6931 -3.3199
H 0.6049 -2.2944 -0.7869
H -0.3924 -3.3129 -1.9272
H 0.4870 -1.0355 -3.6914
H 1.1338 -2.7316 -3.5295
H -1.0875 -3.5577 0.3753
H -2.6192 -2.8649 1.1038
H -1.1467 -1.4344 2.8716
H -1.4341 -3.2300 3.0666
```

Atom charges from the Löwdin analysis, given in e for atoms 1 to 4: atom 1 (C): -0.09, atom 2 (C): -0.24, atom 3 (O): -0.21, atom 4 (C): -0.18

# 5
C16H23Cl10FO2 | the ωB97M-V functional and the def2-TZVPD basis

Values from the calculation:
frontier orbital gap: 8.8 eV
spin multiplicity: 1
HOMO: -10.306 eV

```
52
C16H23Cl10FO2, DFT the ωB97M-V functional and the def2-TZVPD basis
C -0.8410 -3.3169 0.1340
C -1.6487 -2.2338 -0.5813
C -1.9689 -1.0144 0.3383
C -1.3188 0.2296 -0.1772
C -2.0186 1.2864 -0.5239
C -3.5043 1.4103 -0.4527
C -4.2734 0.4837 -1.3998
F -5.0424 -0.3907 -0.6418
C -1.2921 2.4884 -1.0022
O -1.8476 3.4837 -1.3682
C 0.1834 2.4796 -0.9878
C 0.8868 1.4480 -0.6225
C 0.1664 0.2076 -0.2453
O 0.8010 -0.7670 0.0268
H -1.4764 -3.9598 0.7416
H -0.3472 -3.9277 -0.6213
H -0.0747 -2.8879 0.7642
H -2.5547 -2.6685 -0.9932
H -1.0306 -1.8958 -1.4068
H -1.6256 -1.2306 1.3484
H -3.0483 -0.9342 0.3783
H -3.8448 1.2938 0.5701
H -3.7625 2.4295 -0.7211
H -3.6428 -0.0504 -2.1006
H -4.9996 1.0791 -1.9420
H 0.6937 3.3840 -1.2807
H 1.9597 1.4531 -0.5820
C 2.7265 -2.3981 2.3865
Cl 4.2127 -2.5754 3.3360
Cl 1.5356 -3.6348 2.7969
H 2.3003 -1.4220 2.5867
H 2.9719 -2.4873 1.3340
C 5.9216 0.1212 1.5407
Cl 4.8833 1.0924 0.4853
Cl 6.9568 1.1346 2.5509
H 5.2911 -0.4822 2.1833
H 6.5485 -0.5127 0.9240
C -1.9031 5.3108 1.4782
Cl -2.3292 4.6814 3.0750
Cl -0.1519 5.3959 1.2526
H -2.3170 4.6542 0.7218
H -2.3148 6.3079 1.3746
C 5.1080 -5.6760 1.8234
Cl 6.1252 -6.0416 0.4224
Cl 5.4986 -6.7124 3.1997
H 5.2673 -4.6436 2.1094
H 4.0697 -5.8323 1.5521
C -3.0243 3.2804 -4.6667
Cl -2.4757 1.6885 -4.1235
Cl -3.0653 3.3902 -6.4287
H -4.0230 3.4526 -4.2826
H -2.3409 4.0292 -4.2833
```

Atom charges from the Löwdin analysis, given in e for atoms 1 to 4: atom 1 (C): -0.13, atom 2 (C): -0.22, atom 3 (C): -0.11, atom 4 (C): -0.09

> Which of these has the highest spin multiplicity?

C16H23BCoN6

> Look up the spin multiplicity of the second one.

4

Repeat the second record exactly.
C16H23BCoN6 | the ωB97M-V functional and the def2-TZVPD basis

Values from the calculation:
frontier orbital gap (alpha / beta): 5.8 / 7.2 eV
spin multiplicity: 4
HOMO (alpha / beta): -6.078 / -7.670 eV

```
47
C16H23BCoN6, DFT the ωB97M-V functional and the def2-TZVPD basis
H 3.3862 -3.1155 1.0745
N 2.2508 -3.1664 -0.7311
B 1.2519 -2.6786 -3.0236
N 2.2763 -2.4131 -1.8972
C 3.3220 -1.5630 -1.8284
Co 1.0696 -4.4317 -0.4359
H 3.5501 -0.8806 -2.6319
C 3.9229 -1.6838 -0.5790
H 4.7564 -1.1074 -0.2156
C 3.2416 -2.6909 0.0922
H 1.5751 -3.5188 -3.7938
C -2.2151 1.9709 0.2645
H -3.2626 1.8483 0.5855
H -2.0019 1.0371 -0.2469
H -2.2779 2.7424 -0.4952
N 1.0976 -1.3090 -3.7373
N -0.1334 -2.8767 -2.3647
N 1.2559 -0.1488 -3.0091
N -0.2857 -3.6133 -1.1983
C 0.8181 -1.0238 -5.0330
C -1.3552 -2.4618 -2.7605
H 0.6807 -1.8129 -5.7553
H -1.4973 -1.9356 -3.6958
C 0.7750 0.3630 -5.1617
C -2.2900 -2.8246 -1.7992
C 1.0464 0.8652 -3.8656
C -1.6062 -3.5463 -0.8304
H 0.5765 0.9299 -6.0473
H -3.3451 -2.6008 -1.8139
H 1.0939 1.8973 -3.5541
H -1.9483 -4.0265 0.0766
H -0.8704 2.2153 0.5235
C -1.7835 1.7536 4.9919
C -1.0621 2.7330 4.0763
C -1.4625 4.1557 4.4433
C 0.4455 2.5600 4.2117
C -1.4535 2.4663 2.6775
C -1.4284 2.2791 1.4685
H -1.5132 1.9322 6.0381
H -1.5206 0.7230 4.7417
H -2.8662 1.8604 4.8949
H -1.1832 4.3808 5.4782
H -0.9675 4.8783 3.7896
H -2.5421 4.2906 4.3426
H 0.7399 1.5410 3.9465
H 0.9719 3.2505 3.5473
H 0.7674 2.7561 5.2400
```

Atom charges from the Löwdin analysis, given in e for atoms 1 to 4: atom 1 (H): 0.10, atom 2 (N): -0.10, atom 3 (B): -0.52, atom 4 (N): 0.01